This record from OMol25 describes a 2-piece molecular cluster, C26H25N2S overall at a distorted geometry. The level of theory is the ωB97M-V functional and the def2-TZVPD basis.

Positions of all 54 atoms, in Å:
S: 1.53549 -1.02978 3.38257
N: -2.39420 3.29771 4.36635
N: 4.03783 -3.47381 -3.70412
C: -0.51467 2.98982 1.29806
C: -0.13924 3.62941 -1.05992
C: 2.68911 -2.13985 4.27953
C: -4.82777 3.40180 3.72764
C: -1.47714 3.07214 2.29952
C: 2.24425 -2.26617 0.63287
C: 3.80512 -2.95065 -2.68225
C: 2.52812 -0.35199 2.17999
C: -2.93875 3.16069 2.15964
C: 2.56553 -2.88269 -0.56145
C: -3.46913 3.27482 3.46678
C: -5.19363 3.33569 1.32032
C: -3.81312 3.24172 1.08874
C: -1.22234 3.17914 3.69332
C: 3.51087 -2.31454 -1.43310
C: -1.69048 1.82589 -0.59026
C: 1.50382 0.33850 4.58764
C: -2.49331 3.44382 5.80854
C: 3.84261 -0.48268 0.11382
C: -5.70262 3.40669 2.62734
C: 4.15623 -1.11835 -1.07344
C: -1.42434 2.63842 -2.85586
C: 2.85701 -1.02794 0.99796
C: -0.48074 3.57405 -2.40604
C: -2.00908 1.74874 -1.94400
C: -0.78281 2.80271 -0.10317
H: -0.27245 3.20098 4.21637
H: 1.08340 -0.06240 5.51695
H: -2.05606 2.57423 6.31934
H: -6.78061 3.47362 2.77839
H: 2.97879 0.59954 2.45468
H: 1.50011 -2.72253 1.28752
H: -0.00706 4.26068 -3.11079
H: 4.33105 0.44445 0.41561
H: 0.86196 1.12463 4.17431
H: 0.59885 4.34363 -0.69362
H: 2.07868 -3.81876 -0.84476
H: -3.41572 3.23229 0.07857
H: 3.61728 -1.58473 4.45514
H: -2.73017 1.00293 -2.28703
H: 2.53728 0.67864 4.71778
H: 0.51560 3.17945 1.60310
H: -1.69850 2.59878 -3.91078
H: 2.20355 -2.42564 5.21879
H: -1.94698 4.33374 6.15212
H: -2.16321 1.14921 0.12291
H: -5.17274 3.48904 4.75704
H: 4.90286 -0.69508 -1.74949
H: -5.87642 3.35619 0.46948
H: -3.54715 3.53458 6.07860
H: 2.86828 -3.02188 3.65744

Cartesian forces (eV/Å) of the 2 atoms listed first:
1.1 0.2 -0.1
2.1 -0.3 -0.8

The calculation puts the relative energy (zero: lowest compared OMol25 entry of this formula, charge and spin) at 64.5 kcal per mole. The value obtained for the frontier orbital gap is 3.5 eV. The LUMO energy is -0.1922 Ha. The energy comes out at -41174.0178 eV. As for the net charge: +1.